[1]
16
Properties=species:S:1:pos:R:3:forces:R:3:nbo_charge:R:1 method="wB97M-V/def2-TZVPD" orbital_gap_ha=0.37033 energy_ha=-250.8321 charge=+1 homo_energy_ev=-14.18 max_force_ev_per_a=4.7
N -1.499 -1.439 -0.254 -0.44 1.81 2.11 -0.94
C -0.863 1.302 0.064 3.10 -0.28 2.53 -0.17
C 2.992 -0.650 0.487 -2.79 3.68 0.69 -0.45
C -0.878 1.914 -1.091 -2.47 1.82 -0.45 -0.36
C 0.415 0.181 0.570 0.28 0.71 2.40 -0.61
C 1.739 -0.240 0.493 -1.44 1.43 -0.99 0.31
H -0.392 -0.804 0.019 -1.29 -0.73 -0.66 0.44
H -0.326 1.588 -1.929 0.80 -0.20 -0.72 0.22
H 0.144 0.074 1.676 0.24 -0.03 -1.32 0.25
H -1.339 1.662 1.037 0.50 -0.77 -1.66 0.25
H -1.624 2.791 -1.306 1.43 -1.83 0.61 0.25
H -1.771 -1.711 0.727 -0.19 0.38 -1.45 0.43
H 3.207 -1.605 0.270 0.94 -3.38 -0.84 0.25
H -1.348 -2.253 -0.759 0.38 -2.00 -1.23 0.41
H 3.773 0.059 0.737 -0.01 -0.02 0.07 0.28
H -2.232 -0.868 -0.742 0.94 -0.58 0.90 0.44

***

[2]
16
Properties=species:S:1:pos:R:3:forces:R:3:nbo_charge:R:1 method="wB97M-V/def2-TZVPD" orbital_gap_ha="0.28936 / 0.31445" energy_ha=-250.7756 charge=+1 homo_energy_ev="-12.66 / -12.99" max_force_ev_per_a=5.4
N 1.225 0.945 0.642 4.45 -1.43 2.62 -0.57
C 0.429 0.009 -0.093 -3.28 -0.93 0.17 0.08
C -2.651 -0.258 -0.482 -1.32 -1.48 -0.89 -0.46
C 1.266 0.958 -0.825 -0.87 -0.88 -1.52 -0.27
C 0.684 -1.451 0.198 -3.42 -0.23 0.32 -0.68
C -2.049 0.765 -0.011 4.32 1.26 2.56 0.00
H 0.930 1.608 1.363 -0.32 0.35 -0.83 0.45
H -2.052 -1.051 -0.993 -0.81 0.68 0.46 0.27
H 0.596 1.628 -1.314 0.37 1.11 -0.16 0.25
H -1.780 1.611 0.749 -1.33 -1.77 -2.04 0.27
H 0.275 -2.171 -0.576 0.74 1.05 0.78 0.26
H -3.770 -0.402 -0.447 1.17 0.33 -0.08 0.28
H 0.230 -1.759 1.190 0.05 0.52 -1.14 0.24
H 2.138 0.621 -1.408 0.02 0.48 0.94 0.25
H 1.687 -1.584 0.392 2.72 -0.63 -0.18 0.21
H 2.158 0.446 1.042 -2.49 1.58 -1.02 0.42

***

The following relative energy (zero: lowest compared OMol25 entry of this formula, charge and spin) values (in kcal/mol) correspond, in order, to the records above: 108.7; 144.1.